{"formula": "C23H42Br21ClN3O7P2", "method": "the ωB97M-V functional and the def2-TZVPD basis", "species": ["C", "C", "C", "O", "C", "C", "C", "C", "C", "O", "C", "C", "O", "N", "C", "C", "O", "C", "C", "C", "P", "N", "O", "O", "C", "N", "P", "O", "Cl", "H", "H", "H", "H", "H", "H", "H", "H", "H", "H", "H", "H", "H", "H", "H", "H", "H", "H", "H", "H", "H", "H", "H", "H", "H", "H", "H", "H", "H", "H", "H", "H", "H", "H", "H", "C", "Br", "Br", "Br", "H", "C", "Br", "Br", "Br", "H", "C", "Br", "Br", "Br", "H", "C", "Br", "Br", "Br", "H", "C", "Br", "Br", "Br", "H", "C", "Br", "Br", "Br", "H", "C", "Br", "Br", "Br", "H"], "xyz": [[-3.5433, 0.5968, -5.4452], [-4.3260, -0.3856, -4.4488], [-3.3836, -0.9953, -3.2779], [-1.9922, -0.7733, -3.6300], [-1.1211, -1.2100, -2.5463], [-0.9382, -0.0913, -1.4213], [-0.8514, -0.6141, 0.0820], [0.1551, -1.8926, 0.2726], [1.6191, -1.4873, 0.7683], [1.7513, -1.6828, 2.2226], [3.0844, -2.1489, 2.5264], [4.3105, -1.1788, 2.0992], [3.3005, -3.2275, 3.1227], [-0.3985, 0.4024, 1.0934], [-1.1076, 0.0454, 2.3483], [-0.6926, 1.8203, 0.6458], [-2.1428, 1.9158, 0.6941], [-2.6427, 3.2520, 0.4357], [-3.6480, 3.6600, 1.6366], [-5.1830, 3.2077, 1.3298], [0.1678, 2.9773, 1.9319], [0.5730, 4.4019, 1.3515], [1.4939, 2.0638, 2.5220], [-0.8704, 3.3066, 3.2776], [-0.0977, 2.0836, -0.8514], [0.2314, 0.8381, -1.6095], [0.5786, 1.2409, -3.3492], [1.6825, 0.0381, -3.9071], [1.6970, 3.0585, -3.4504], [-4.2327, 1.1226, -6.2013], [-2.7162, 0.0893, -6.0519], [-3.0680, 1.4467, -4.8257], [-4.7771, -1.2302, -5.0949], [-5.2191, 0.1557, -3.9617], [-3.5915, -2.1136, -3.1869], [-3.6483, -0.4209, -2.3253], [-1.6443, -2.1263, -2.0720], [-0.1272, -1.5968, -2.9577], [-1.8823, 0.5759, -1.4847], [-1.8974, -1.0490, 0.3228], [-0.3177, -2.4909, 1.1425], [0.1610, -2.6003, -0.6187], [1.9670, -0.4411, 0.4734], [2.3444, -2.2557, 0.2988], [4.4318, -1.3239, 0.9689], [5.2609, -1.4468, 2.6797], [3.9561, -0.1169, 2.3460], [-0.9703, 0.7566, 3.2252], [-0.7078, -0.9740, 2.7227], [-2.2443, -0.1165, 2.2357], [-3.3192, 3.1771, -0.5033], [-1.8641, 4.0453, 0.1973], [-3.3711, 3.1150, 2.6126], [-3.6436, 4.7818, 1.8401], [-5.9229, 3.7595, 2.0181], [-5.2474, 2.0970, 1.6482], [-5.4648, 3.2943, 0.2290], [0.2605, 4.4630, 0.3738], [2.1192, 1.8530, 1.7962], [-0.3417, 3.8585, 3.9121], [0.8745, 2.6959, -0.7232], [-0.7853, 2.7187, -1.5023], [1.0871, 0.3782, -1.2497], [1.9654, -0.5169, -3.1355], [7.1622, -0.9305, -1.5493], [5.2263, -0.8157, -1.6250], [7.9884, 0.8219, -1.4835], [7.7478, -2.0630, -0.0899], [7.4903, -1.4034, -2.4736], [5.8108, -5.6632, 4.8429], [6.4772, -4.7046, 3.2943], [7.1743, -6.7967, 5.6293], [5.0273, -4.4650, 6.1505], [5.0145, -6.3182, 4.4935], [6.7852, -10.8769, 6.3221], [7.4004, -11.7969, 4.7293], [4.8584, -10.9830, 6.5164], [7.7050, -11.4960, 7.9132], [7.0351, -9.8244, 6.1987], [-4.7963, 5.6392, -2.7277], [-5.2772, 3.8876, -3.4089], [-5.9427, 6.1804, -1.2608], [-2.9177, 5.7366, -2.2484], [-4.9555, 6.3507, -3.5364], [0.1315, 7.7497, 2.6008], [-0.0018, 6.8953, 4.3366], [-1.5949, 8.3676, 1.9678], [1.4526, 9.1689, 2.5964], [0.4756, 6.9903, 1.8994], [4.4615, -5.2292, -1.9973], [5.0878, -4.2551, -3.5537], [5.8533, -6.3399, -1.2325], [3.6775, -4.0457, -0.6731], [3.6706, -5.8963, -2.3360], [-8.7638, 0.6224, -3.7050], [-8.2371, -0.8031, -4.9100], [-7.3278, 1.1102, -2.4942], [-9.4493, 2.1617, -4.6637], [-9.5788, 0.2383, -3.0938]], "atomic_forces_ev_per_a": [[0.121, 0.831, 0.325], [-0.064, -0.230, -0.725], [-1.220, 0.701, -0.961], [0.694, -0.560, 1.644], [-0.764, -0.941, 0.266], [-2.081, -0.485, 0.416], [0.326, -1.842, -0.428], [-0.564, 0.373, 1.209], [0.616, -1.500, -0.609], [1.626, -0.525, -1.016], [1.838, -2.284, 1.815], [-1.570, -0.388, 0.163], [-1.633, 4.299, -2.370], [-1.438, 0.880, -1.473], [-0.600, -1.329, 1.933], [-1.610, -2.207, 0.593], [2.098, 1.254, -0.633], [-2.671, 0.750, -0.211], [-0.783, -0.100, 0.082], [0.671, -0.847, 0.797], [0.858, 2.048, 1.445], [-0.379, -1.923, -0.448], [-2.349, 1.226, -0.778], [2.718, -1.555, -1.759], [1.186, 2.095, 1.440], [1.247, -0.223, 0.878], [0.270, 0.024, -3.924], [-1.390, 1.335, 3.013], [-0.326, -1.526, 0.836], [0.769, -1.015, 1.248], [-1.212, 0.561, 1.065], [-0.570, -1.274, -0.992], [0.760, 1.184, 1.197], [1.543, -0.842, -0.794], [0.363, 1.430, 0.192], [0.432, -0.962, -0.949], [1.017, 1.397, -0.375], [-1.353, 0.704, 0.333], [1.605, -0.922, -0.016], [1.462, 1.031, -0.472], [0.959, 0.807, -1.433], [0.167, 1.047, 1.026], [-0.576, -1.159, 0.400], [-1.215, 1.492, 0.479], [0.119, 0.409, 1.691], [-1.593, 0.248, -0.955], [0.728, -1.394, -0.500], [0.117, -0.624, -1.435], [-0.384, 1.733, -0.694], [1.667, 0.546, -0.158], [1.214, 0.126, 1.296], [-0.718, -1.168, 0.678], [-0.027, 1.002, -1.606], [0.277, -1.451, -0.421], [1.179, -0.671, -1.275], [-0.086, 1.656, -0.752], [0.289, 0.086, 1.505], [0.338, 0.316, 0.463], [-0.526, 0.383, 0.497], [-0.522, -0.353, -0.720], [-1.466, -1.035, -0.341], [0.579, -0.944, 0.982], [-0.486, 0.269, 0.541], [0.243, 0.329, -1.111], [0.396, 0.016, 0.012], [0.196, 0.158, -0.108], [-0.254, -0.390, 0.028], [-0.211, 0.234, -0.272], [-0.176, 0.099, 0.223], [-0.202, -0.032, 0.018], [-0.027, -0.172, 0.245], [-0.183, 0.254, -0.135], [0.230, -0.234, -0.264], [0.217, 0.189, 0.077], [0.056, 0.087, 0.014], [-0.136, 0.148, 0.318], [0.366, -0.003, -0.040], [-0.206, 0.087, -0.330], [-0.094, -0.280, 0.023], [-0.162, 0.067, -0.070], [0.160, 0.334, 0.211], [0.302, -0.171, -0.283], [-0.245, 0.035, -0.079], [0.089, -0.182, 0.213], [0.126, -0.079, -0.229], [0.001, 0.158, -0.225], [0.301, -0.124, 0.152], [-0.323, -0.277, 0.062], [-0.105, 0.089, 0.252], [0.147, -0.269, -0.118], [-0.104, -0.144, 0.308], [-0.320, 0.360, -0.135], [0.182, -0.427, -0.193], [0.185, 0.211, 0.103], [-0.203, -0.042, -0.077], [-0.061, 0.306, 0.220], [-0.334, -0.076, -0.102], [0.234, -0.321, 0.204], [0.242, 0.101, -0.138]], "e_tot_ha": -56789.270645, "gap_ev": 8.00, "charge": 1, "relative_energy_kj_mol": 0.00, "spin_multiplicity": 1}